[1]
Computed, not measured: a molecular structure, C39H32MoN4O3PS3, with ωB97M-V with the def2-TZVPD basis set.

Geometry as XYZ:
```
83
Properties=species:S:1:pos:R:3:forces:R:3:lowdin_charge:R:1
Mo 0.057891 0.014178 -0.055782 0.3 -0.6 -1.0 1.41
C -3.195973 -1.682333 0.287774 0.7 -0.1 0.4 -0.19
N -1.939986 -1.082336 0.807016 0.0 0.0 0.8 -0.04
C -1.842554 -1.170540 2.086533 0.0 0.0 0.2 -0.13
C -0.726544 -0.698487 2.807222 0.0 -0.1 0.4 -0.37
C -0.528125 -0.732004 4.181997 0.2 0.0 0.0 -0.06
C 0.719663 -0.138014 4.398376 0.0 -0.1 0.0 -0.11
C 1.201405 0.222640 3.145485 0.1 0.1 -0.1 -0.19
N 0.342380 -0.116945 2.162543 -0.5 -0.3 -0.1 -0.10
C -4.423583 -0.840834 0.493396 0.0 0.0 -0.1 -0.19
C -5.615294 -1.439944 0.887644 0.0 0.0 0.1 -0.05
C -6.768679 -0.686275 1.067091 0.0 0.0 0.0 -0.10
C -6.741179 0.683626 0.851672 0.0 0.0 0.0 -0.10
C -5.555866 1.287935 0.449135 0.0 0.0 0.0 -0.08
C -4.408414 0.532290 0.265970 0.0 0.0 -0.1 -0.05
H -3.356565 -2.675571 0.722160 0.1 0.1 0.2 0.12
H -2.928794 -1.811348 -0.734628 -1.0 -0.3 -0.3 0.03
H -2.638772 -1.631190 2.678432 0.0 0.0 0.0 0.14
H -1.210738 -1.125340 4.919255 0.0 0.0 0.0 0.10
H 1.213655 0.032969 5.341787 0.0 0.0 0.0 0.09
H 2.130624 0.731256 2.947703 -0.1 0.1 0.0 0.08
H -5.643205 -2.511350 1.057237 0.0 0.0 0.0 0.10
H -7.687122 -1.170407 1.376811 0.0 0.0 0.0 0.09
H -7.636143 1.276803 0.993857 0.0 0.0 0.0 0.09
H -5.522225 2.357224 0.275967 0.0 0.0 0.0 0.10
H -3.489563 1.013343 -0.042197 0.0 0.0 0.0 0.04
O -1.030547 -1.597748 -4.063976 0.5 -0.2 0.2 -0.30
S -1.283144 -1.725324 -2.648561 -0.4 0.0 -0.8 0.59
O -2.421962 -0.990264 -2.175246 0.4 0.7 -0.4 -0.31
N -0.019667 -1.420832 -1.712053 0.2 -0.4 0.9 -0.26
C 1.228655 -1.951722 -2.019289 0.0 0.0 -0.2 -0.24
C 1.485735 -2.851975 -3.038502 0.0 -0.1 0.0 -0.02
C 2.776760 -3.349153 -3.282855 0.0 0.1 0.0 -0.07
C 3.841806 -2.955282 -2.527177 0.0 0.0 -0.1 -0.06
C 3.634598 -2.027072 -1.484483 0.1 0.0 0.1 -0.16
C 4.700166 -1.564671 -0.678396 0.0 0.0 0.0 -0.01
C 4.467326 -0.654636 0.307295 0.0 0.0 0.0 -0.04
C 3.152565 -0.201239 0.506208 0.0 0.1 0.0 -0.09
N 2.139313 -0.616648 -0.209092 -0.3 -0.8 -0.1 -0.03
C 2.342563 -1.523498 -1.219017 0.1 -0.1 -0.1 -0.13
C -1.665825 -3.449729 -2.370125 0.2 -0.1 0.0 -0.27
C -2.320290 -4.152493 -3.372570 -0.1 0.0 0.0 -0.05
C -2.636758 -5.487741 -3.172428 0.0 0.0 0.0 -0.08
C -2.293217 -6.115647 -1.981732 0.0 0.0 0.0 -0.09
C -1.634582 -5.407392 -0.986725 0.0 0.0 0.0 -0.07
C -1.318614 -4.069610 -1.179255 0.0 0.0 0.0 -0.07
H 0.679769 -3.176269 -3.678253 0.0 0.0 0.0 0.09
H 2.916777 -4.051180 -4.095358 0.0 0.0 0.0 0.10
H 4.838953 -3.331139 -2.718524 0.0 0.0 0.0 0.10
H 5.700903 -1.936471 -0.864869 0.0 0.0 0.0 0.12
H 5.262434 -0.271823 0.930897 0.0 0.0 0.0 0.11
H 2.925138 0.533733 1.262123 0.0 0.0 -0.1 0.09
H -2.578256 -3.646571 -4.293432 0.0 0.0 0.0 0.12
H -3.151747 -6.039473 -3.948748 0.0 0.0 0.0 0.10
H -2.539364 -7.159227 -1.830240 0.0 0.0 0.0 0.10
H -1.364219 -5.894650 -0.058508 0.0 0.0 0.0 0.10
H -0.807770 -3.504993 -0.408852 0.0 0.0 0.0 0.11
O 0.495923 1.031543 -1.272412 -0.4 1.4 0.2 -0.50
S 0.475229 4.195133 2.832962 -0.1 0.1 0.2 0.12
P -1.292447 3.458747 2.349440 0.7 -0.3 -0.2 0.02
S -1.327678 2.289448 0.719588 -0.4 0.6 -0.1 0.27
C -2.507730 4.801616 2.088039 -0.1 0.0 0.0 -0.38
C -2.662177 5.763265 3.085026 0.0 0.0 0.0 -0.10
C -3.586658 6.783718 2.934744 0.0 0.0 0.0 -0.10
C -4.364566 6.855145 1.784321 0.0 0.0 0.0 -0.11
C -4.210446 5.903760 0.788155 0.0 0.0 0.0 -0.10
C -3.284190 4.877171 0.939587 -0.1 0.1 0.0 -0.11
C -2.051058 2.560197 3.748709 -0.1 0.0 0.0 -0.37
C -3.318833 2.001076 3.583886 0.0 0.0 0.0 -0.09
C -3.926654 1.324451 4.627481 0.0 0.0 0.0 -0.09
C -3.270664 1.202750 5.849310 0.0 0.0 0.0 -0.11
C -2.010030 1.753444 6.014066 0.0 0.0 0.0 -0.10
C -1.397876 2.430237 4.963829 -0.1 0.0 0.1 -0.12
H -2.043535 5.710149 3.973371 0.0 0.0 0.0 0.10
H -3.697236 7.529446 3.712741 0.0 0.0 0.0 0.09
H -5.084001 7.656458 1.664838 0.0 0.0 0.0 0.09
H -4.807394 5.959094 -0.114252 0.0 0.0 0.0 0.10
H -3.149522 4.132859 0.164345 0.0 0.0 0.0 0.05
H -3.822239 2.085143 2.626826 0.0 0.0 0.0 0.09
H -4.908708 0.888456 4.486899 0.0 0.0 0.0 0.10
H -3.743090 0.671076 6.667198 0.0 0.0 0.0 0.09
H -1.491277 1.650229 6.959933 0.0 0.0 0.0 0.10
H -0.408371 2.856763 5.073826 0.0 0.0 0.0 0.06
```
Positions in Å, forces in eV/Å.

Output
* frontier orbital gap: 6.136 eV
* energy relative to the best compared isomer or geometry (same formula, charge and spin): 49.7 kcal/mol
* total charge: -1
* HOMO energy: -4.39 eV

***

[2]
Computed, not measured: 2 unconnected molecules or ions with the total composition C2H2Cl2S2, with ωB97M-V with the def2-TZVPD basis set.

Geometry as XYZ:
```
8
Properties=species:S:1:pos:R:3:forces:R:3:nbo_charge:R:1
C 1.123923 0.159263 -0.250993 0.0 0.3 0.0 -0.33
C -0.127830 -0.150003 0.320188 0.0 0.0 0.2 -0.25
S 1.624702 1.721031 -0.385251 0.0 -0.1 -0.1 0.11
S -1.088684 1.165594 0.914332 -0.1 0.0 -0.1 0.18
Cl 2.125480 -1.168042 -0.726820 0.1 -0.1 -0.1 0.05
Cl -0.519171 -1.742312 0.810069 -0.1 0.0 -0.1 0.09
H -0.988945 -0.393266 -1.905265 0.1 0.0 0.1 0.03
H -2.149476 0.407733 1.223743 0.0 -0.1 0.0 0.13
```
Positions in Å, forces in eV/Å.

Output
* frontier orbital gap (alpha / beta): 7.859 / 6.991 eV
* energy relative to the best compared isomer or geometry (same formula, charge and spin): 81.3 kcal/mol
* total charge: 0
* HOMO energy (alpha / beta): -8.64 / -9.24 eV

***

[3]
Computed, not measured: 3 unconnected molecules or ions with the total composition C4H16NO2, with ωB97M-V with the def2-TZVPD basis set.

Geometry as XYZ:
```
23
Properties=species:S:1:pos:R:3:forces:R:3:nbo_charge:R:1
C 2.660131 -0.175583 -0.582383 0.8 0.4 0.5 -0.65
C 1.240266 0.387354 -0.636465 0.7 0.5 1.2 -0.04
N 0.429905 -0.265560 0.463043 -0.1 -2.2 -0.2 -0.50
C 0.451270 -1.781646 0.357707 -0.8 -0.4 0.2 -0.43
C 1.106999 1.903642 -0.428560 1.1 0.3 -1.0 -0.65
H 3.213668 0.041444 0.335355 -0.3 0.2 0.2 0.22
H 3.291051 0.261782 -1.360698 -0.4 0.0 -0.1 0.26
H 2.714514 -1.253584 -0.691618 -0.2 -0.1 -0.3 0.23
H 0.894794 0.079694 -1.616860 -0.9 0.0 0.1 0.24
H 0.881463 -0.120338 1.361476 -0.1 0.9 0.1 0.43
H -0.547660 0.027952 0.493264 0.0 0.3 -0.3 0.46
H 1.271945 -2.163401 0.958401 0.5 0.1 -0.7 0.23
H -0.400240 -2.298979 0.815230 -0.3 0.9 -0.1 0.25
H 0.417393 -2.026337 -0.699283 0.5 -0.2 0.1 0.24
H 1.103304 2.357782 0.570659 0.0 -0.9 0.1 0.23
H 0.232641 2.280166 -0.948674 -0.1 0.1 -0.1 0.24
H 2.019240 2.311602 -0.898639 -0.6 0.2 0.0 0.25
H -2.960955 0.185978 -0.117845 0.1 -0.3 -0.3 0.50
H -3.152973 -0.315138 -1.533012 -0.1 -0.2 -0.4 0.49
O -2.462460 -0.035552 -0.934641 0.2 0.4 0.9 -1.00
H -4.617381 -0.438234 1.732972 -0.6 0.0 0.2 0.50
H -3.968114 0.976539 1.765746 -0.6 0.8 0.4 0.49
O -3.818791 0.060412 1.594830 1.2 -0.6 -0.5 -0.97
```
Positions in Å, forces in eV/Å.

Output
* frontier orbital gap: 12.031 eV
* energy relative to the best compared isomer or geometry (same formula, charge and spin): 21.4 kcal/mol
* total charge: +1
* HOMO energy: -14.83 eV

***

[4]
Computed, not measured: a molecular structure, F6H2N3Na4O13S6, with ωB97M-V with the def2-TZVPD basis set.

Geometry as XYZ:
```
34
Properties=species:S:1:pos:R:3:forces:R:3:nbo_charge:R:1
Na -2.664110 1.141425 -0.356024 0.6 1.3 -0.9 0.98
Na -2.965484 -2.356184 0.279290 0.8 -0.9 0.6 0.99
Na 3.040098 -1.913538 -2.000647 -0.6 -0.6 -0.5 0.99
Na 3.986167 -0.055087 0.315272 -0.3 0.6 0.7 0.99
N 1.741610 -0.282421 -0.856043 -0.9 1.5 -2.8 -1.35
S 0.839788 0.527821 -2.039264 -0.7 3.1 -2.8 2.44
O -0.081470 1.500402 -1.499637 0.9 -1.9 0.9 -0.89
O 0.383202 -0.253607 -3.150479 1.2 -0.6 1.6 -0.85
F 2.013056 1.411628 -2.608860 0.0 -0.8 0.4 -0.46
S 0.683918 -0.365140 0.298438 -0.6 -3.2 4.7 2.49
O -0.586048 -1.005098 0.030377 -0.3 1.2 -0.9 -0.99
O 0.721482 0.648642 1.303296 0.2 -0.2 -1.1 -0.87
F 1.455478 -1.620687 0.918647 0.2 0.6 0.3 -0.50
N -1.665670 4.789604 -3.381943 0.3 -4.6 0.4 -0.97
S -1.905059 3.129067 -3.550923 -2.4 0.0 -4.4 2.37
O -2.870362 2.485865 -2.671518 0.9 -0.2 0.7 -1.00
O -0.810447 2.330972 -4.053214 -0.4 0.8 1.1 -0.91
F -2.816510 3.285024 -4.842253 0.3 0.1 0.2 -0.49
S -0.877754 4.608816 -2.017072 1.6 6.5 2.2 2.39
O 0.528831 4.342234 -2.024087 -0.5 -1.4 -0.2 -0.91
O -1.708192 4.189036 -0.926533 0.4 -1.0 0.4 -0.95
F -0.796272 6.231009 -1.800026 -0.3 -1.0 0.2 -0.52
N -0.173614 -5.036788 3.446106 2.7 2.8 0.2 -1.03
S -0.832650 -4.917249 2.076494 -3.0 -5.3 -3.7 2.44
O -0.216387 -5.661397 0.997368 -0.2 1.5 0.5 -0.92
O -1.449540 -3.663154 1.719966 -0.6 1.2 -0.4 -1.05
F -2.082338 -5.906345 2.341806 0.2 1.1 0.4 -0.50
S 1.040318 -3.891827 3.120135 2.4 -0.5 3.2 2.39
O 0.674459 -2.544693 3.455669 -0.1 -0.8 -0.4 -0.91
O 1.878101 -4.158725 1.985693 -0.8 0.5 -0.4 -0.93
F 2.065415 -4.326796 4.267564 -1.1 0.2 0.0 -0.49
O 1.485854 2.510531 3.933095 0.0 -0.1 -0.1 -0.94
H 0.646251 2.968990 4.042333 0.1 0.0 0.0 0.47
H 1.317869 1.857673 3.246989 -0.1 0.0 0.0 0.46
```
Positions in Å, forces in eV/Å.

Output
* frontier orbital gap: 5.479 eV
* total charge: +1
* HOMO energy: -11.80 eV

***

[5]
Computed, not measured: C3H4N2 in the gas phase, with ωB97M-V with the def2-TZVPD basis set.

Geometry as XYZ:
```
9
Properties=species:S:1:pos:R:3:forces:R:3:nbo_charge:R:1
H -2.070840 -0.784973 0.562049 -0.1 0.0 0.3 0.34
N -1.828189 0.180102 0.327031 0.8 -0.7 -1.0 -0.59
C -0.645732 0.229045 -0.114264 0.8 3.5 0.9 0.26
C 0.314622 1.541510 -0.400170 -2.1 -2.4 -0.6 0.03
N 1.398674 0.841475 -0.327447 -0.5 1.4 1.2 -0.35
C 0.721114 -0.435705 -0.007253 -0.6 -0.2 -2.4 -0.34
H 0.011913 2.574240 -0.727320 1.1 -0.9 0.5 0.21
H 0.838922 -1.063262 0.819860 0.8 0.0 2.2 0.21
H 1.026104 -1.100515 -0.785811 -0.3 -0.6 -1.1 0.21
```
Positions in Å, forces in eV/Å.

Output
* frontier orbital gap: 10.542 eV
* structure (SMILES): [H]/N=C1/C=NC1
* energy relative to the best compared isomer or geometry (same formula, charge and spin): 65.8 kcal/mol
* total charge: 0
* HOMO energy: -9.96 eV

***

[6]
Computed, not measured: a molecular structure, C31H26BaBr2N6O6PS, with ωB97M-V with the def2-TZVPD basis set.

Geometry as XYZ:
```
74
Properties=species:S:1:pos:R:3:forces:R:3:lowdin_charge:R:1
Ba 0.324106 -0.919890 1.530660 -0.8 0.5 -1.1 1.81
C 4.735832 -3.779294 1.047668 0.0 0.2 -0.9 -0.01
C 3.807912 -2.587982 0.893545 -0.7 -1.3 2.5 -0.26
N 2.714535 -2.404529 1.577811 1.2 -0.4 -1.3 -0.04
N 2.231168 -3.534582 2.206032 0.3 -0.5 1.7 -0.05
C 1.943207 -3.488000 3.550336 -1.3 1.4 0.6 -0.83
N 2.020532 -4.687411 4.175889 0.4 0.0 0.0 0.09
S 1.344611 -2.079704 4.394922 1.1 -1.7 -1.0 0.49
C 4.212569 -1.588292 -0.022295 1.0 1.6 -1.4 -0.30
C 5.209045 -1.826991 -0.953555 -0.4 -0.3 -1.5 -0.01
C 5.325730 -0.975105 -2.060702 0.2 0.7 0.2 -0.04
C 4.678846 0.262376 -2.020010 0.4 -1.2 0.7 -0.03
C 3.865269 0.487204 -0.907221 -0.4 0.7 0.0 -0.11
N 3.568712 -0.437415 -0.011759 -0.4 1.0 0.5 0.12
H 4.587682 -4.259131 1.991886 -0.1 -0.3 0.6 0.06
H 5.814696 -3.488590 0.959476 -1.1 -0.2 0.0 0.10
H 4.478932 -4.480144 0.239828 0.4 -0.1 0.2 0.11
H 2.384331 -4.454712 1.796280 0.0 0.4 0.0 0.15
H 2.689821 -5.340866 3.787307 -0.3 -0.1 0.2 0.10
H 1.877775 -4.733805 5.185753 -0.1 0.3 -0.7 0.11
H 5.708066 -2.773404 -0.969079 0.3 -0.2 -0.1 0.09
H 5.946843 -1.204895 -2.939350 -0.2 -0.1 0.7 0.11
H 4.865328 0.982169 -2.790767 -0.3 0.3 -0.2 0.10
H 3.382949 1.450313 -0.711785 0.1 -0.3 -0.4 0.10
Br -2.695582 -5.698109 0.520853 0.5 -0.6 -0.2 0.73
C -3.444268 -4.095447 1.101670 0.3 0.8 1.0 -0.66
C -4.788956 -4.090257 1.425685 -0.6 0.7 -0.3 -0.22
C -5.405031 -2.936036 1.845419 1.0 0.1 0.4 -0.71
Br -7.205180 -2.772304 1.495250 -1.7 0.1 0.2 0.75
C -4.674275 -1.768545 2.224011 1.3 -0.7 -1.2 -0.21
C -5.131220 -0.639162 2.879517 -1.2 0.4 -0.4 -0.04
C -4.234505 0.368934 3.154881 -1.6 0.5 1.1 -0.06
C -2.921033 0.264070 2.821194 2.5 0.2 -0.9 -0.13
N -2.419251 -0.807869 2.174794 -0.7 1.9 0.9 0.01
C -3.289054 -1.763420 1.859142 0.0 -1.4 0.9 -0.16
C -2.623627 -2.976570 1.383495 0.3 -0.7 -0.9 -0.45
O -1.364290 -2.986420 1.254546 0.3 0.1 0.0 -0.27
H -5.409932 -4.961854 1.274339 0.1 -0.1 -0.3 0.08
H -6.223559 -0.570217 3.033391 0.8 0.2 0.3 0.10
H -4.517344 1.266517 3.704073 -0.2 -0.2 -0.2 0.11
H -2.219331 1.122839 3.006586 -0.8 -1.2 -0.1 0.10
O -1.735258 3.430418 2.507520 0.5 -1.0 -0.5 -0.01
C -0.919090 2.829293 1.803322 1.9 0.9 -1.3 -0.70
O -0.497258 1.619678 1.799624 -0.5 0.2 0.6 -0.33
C -0.068314 3.693650 0.694115 -1.3 -0.4 0.3 -0.26
P 0.249336 2.710267 -0.849221 -0.1 0.4 0.7 1.06
C 0.643792 4.009349 -2.077828 -0.8 1.0 -0.6 -0.36
C 1.965535 4.286229 -2.416573 0.3 -0.6 0.4 -0.13
C 2.260908 4.911632 -3.614318 1.0 0.7 0.4 -0.13
C 1.270754 5.430239 -4.421366 0.2 0.2 -0.8 -0.12
C -0.057462 5.153299 -4.126448 0.6 0.5 1.0 -0.09
C -0.373136 4.582741 -2.902789 1.3 -0.9 -0.1 -0.07
C -1.454484 2.315307 -1.342802 0.2 0.8 0.4 -0.41
C -1.564685 1.182705 -2.102932 1.3 -1.2 -1.1 -0.14
C -2.739883 0.479083 -2.178209 -1.1 0.1 1.1 -0.07
C -3.875465 1.133952 -1.689291 -0.3 -0.2 -0.9 -0.10
C -3.837897 2.459571 -1.266508 0.3 -0.3 1.0 -0.09
C -2.592385 2.987959 -0.909398 -0.7 0.2 -0.5 -0.09
H 0.942686 3.856268 1.066251 -0.1 0.4 0.4 0.06
H -0.604316 4.634828 0.475969 0.5 -0.2 0.2 0.07
H 2.804969 4.024461 -1.731720 -0.8 -0.3 -0.7 0.10
H 3.317079 5.013543 -3.870984 -0.3 0.4 0.0 0.10
H 1.542086 6.123131 -5.235806 -0.2 -0.9 0.1 0.10
H -0.816983 5.403153 -4.823873 -0.7 0.6 -0.3 0.09
H -1.397853 4.511531 -2.617547 -0.5 -0.4 0.1 0.08
H -0.668727 0.774070 -2.593437 -0.4 0.1 0.6 0.09
H -2.752189 -0.596600 -2.358939 0.0 0.4 -0.6 0.11
H -4.831136 0.628784 -1.721260 -0.1 -0.1 0.0 0.09
H -4.776513 2.963404 -1.030279 0.3 0.0 0.1 0.10
H -2.536598 3.934742 -0.372520 0.1 -0.3 0.0 0.11
O 1.660152 -2.132483 -1.117477 3.1 -2.8 0.4 -0.07
N 1.010534 -1.422144 -1.841383 -2.1 2.1 0.4 -0.61
O 0.039008 -0.904608 -1.231668 -1.3 0.9 -0.4 -0.23
O 1.240771 -1.120957 -3.011972 0.5 -0.6 0.0 0.00
```
Positions in Å, forces in eV/Å.

Output
* frontier orbital gap: 5.416 eV
* energy relative to the best compared isomer or geometry (same formula, charge and spin): 6.2 kcal/mol
* total charge: -1
* HOMO energy: -4.16 eV

***

Number 1: F_max 1.45 eV/Å, total energy -3554.39953 Ha. Number 2: F_max 0.27 eV/Å, total energy -1794.01421 Ha. Number 3: F_max 2.25 eV/Å, total energy -366.99545 Ha. Number 4: F_max 7.13 eV/Å, total energy -4780.84858 Ha. Number 5: F_max 3.74 eV/Å, total energy -226.12037 Ha. Number 6: F_max 4.18 eV/Å, total energy -7890.00085 Ha.